# 1
15
Properties=species:S:1:pos:R:3:nbo_charge:R:1 method="wB97M-V/def2-TZVPD" relative_energy_kcal_mol=78.1 gap_ha=0.33860
C -0.70 -0.75 -1.01 0.385
C 1.44 1.08 -0.04 -0.657
C 0.32 0.22 0.47 0.065
C -1.01 0.67 0.15 0.015
C 0.57 -1.12 0.72 -0.474
O -1.63 -1.53 -0.98 -0.613
O -2.11 0.25 0.86 -0.704
H -2.39 -0.61 0.47 0.491
H -0.03 -0.51 -1.83 0.171
H -1.10 1.66 -0.27 0.184
H 1.88 0.65 -0.95 0.227
H 2.23 1.12 0.72 0.245
H 1.12 2.10 -0.24 0.223
H 1.58 -1.48 0.72 0.211
H -0.17 -1.75 1.21 0.230

=====

# 2
18
Properties=species:S:1:pos:R:3:nbo_charge:R:1 method="wB97M-V/def2-TZVPD" relative_energy_kcal_mol=53.7 smiles="CC(=[NH2+])/N=C(/C)ON" total_charge=+1 gap_ha=0.41746
C 1.80 -0.12 -1.06 -0.701
C 1.09 -0.08 0.29 0.591
N 1.81 0.19 1.36 -0.713
N -0.10 -0.55 0.26 -0.481
C -1.34 -0.35 0.10 0.679
C -2.26 -1.51 0.05 -0.717
O -1.89 0.88 -0.03 -0.335
N -1.05 1.97 0.18 -0.519
H 2.44 -1.08 -1.20 0.274
H 2.51 0.65 -0.96 0.239
H 1.24 -0.25 -2.03 0.274
H 2.83 0.19 1.23 0.422
H 1.51 -0.02 2.28 0.428
H -3.04 -1.17 -0.59 0.263
H -2.93 -1.48 0.93 0.274
H -2.10 -2.56 -0.03 0.279
H -0.79 2.29 -0.88 0.358
H -1.58 2.74 0.53 0.385

=====

no.,LUMO (eV)
1,0.84
2,-3.16